{
  "formula": "C13H29Br3CrFO6",
  "method": "ωB97M-V with the def2-TZVPD basis set",
  "lumo_ev": [-4.36, -4.28],
  "e_tot_ev": -267491.87810,
  "spin_multiplicity": 5,
  "charge": 1,
  "de_lowest_ev": 1.5798,
  "s_squared": 6.01,
  "gap_ev": [6.429, 6.504],
  "symbols": ["C", "H", "H", "C", "H", "C", "H", "Br", "C", "H", "H", "H", "O", "C", "H", "F", "H", "C", "H", "H", "H", "O", "H", "H", "Br", "C", "O", "H", "H", "H", "O", "H", "C", "C", "H", "Cr", "H", "H", "C", "H", "H", "H", "H", "O", "H", "C", "H", "C", "H", "O", "H", "Br", "C"],
  "positions_angstrom": [[-5.1925, 0.0820, 2.0111], [2.0098, -1.4472, 0.3207], [-3.8779, 3.1360, -0.9432], [2.3456, -3.2198, 2.3043], [-1.3242, -2.1439, -3.6695], [-1.0499, 1.3910, 3.4214], [5.3494, 1.1791, -1.6620], [-0.7224, 3.2600, 2.9263], [-2.2636, -2.1659, -3.1171], [-1.3590, 0.8373, 2.5348], [-5.3530, 0.6849, 2.9049], [2.7148, -3.9633, 1.5979], [-3.2372, 1.2774, -1.2768], [2.7342, 0.3004, 1.1911], [4.7831, 0.2746, -2.9960], [-1.1225, -0.1169, 0.1590], [7.4091, 0.1647, -0.6446], [-3.4042, 2.3571, -0.3456], [-2.5043, 2.8403, 0.0350], [3.0489, 0.8820, -1.3997], [-1.6079, 0.5006, -3.7903], [5.9219, -0.8855, -1.7089], [-4.9350, -0.9506, 2.2466], [2.0285, 1.0548, 0.8431], [-2.5128, 1.2686, 4.8104], [-2.4811, 0.2455, -3.1898], [-4.1033, 0.5069, 1.1491], [-5.3040, 2.0393, 0.3795], [7.2310, -1.5944, -0.3641], [2.6776, -3.5374, 3.2927], [2.9058, -1.9321, 2.0184], [-2.7331, 2.3609, -3.0324], [6.7014, -0.6567, -0.5327], [4.9817, 0.1880, -1.9278], [-2.4151, -3.0590, -2.5108], [-3.0664, -0.5618, -0.4841], [6.0604, -0.5029, 0.3354], [-6.1553, 0.1284, 1.5022], [-2.4321, 1.5331, -2.3903], [1.2581, -3.2430, 2.2340], [-4.1630, 2.4346, 1.7071], [-3.4110, 0.1547, -3.7511], [3.1705, 0.4709, 2.1753], [3.8956, 0.3035, 0.2999], [3.1656, -0.9345, -1.2083], [-4.3072, 1.8691, 0.7865], [1.0645, -0.9871, 1.6963], [3.6591, 0.0310, -1.0971], [-1.3998, 1.6746, -2.0704], [-2.4183, -0.9585, -2.3412], [-3.0293, -2.1388, -3.8924], [0.6781, 0.6244, 4.1279], [2.0906, -1.0564, 1.3351]]
}